Record 1
Density functional theory data (wB97M-V/def2-TZVPD) for a molecular structure, C15H18N5O2RuS5.

Computed properties:
LUMO energy (spin up / spin down)	-2.142 / -2.107	eV
molar mass	561.7	g mol⁻¹
orbital gap (spin up / spin down)	0.1884 / 0.1828	Eh
<S²>	0.7675
E_HOMO (spin up / spin down)	-0.26715 / -0.26026	Ha

```
! RIJCOSX wB97M-V def2-TZVPD def2/J DEFGRID3
* xyz 0 2
Ru -0.72 -1.05 -0.02
S -1.46 -3.26 0.57
S -3.29 -2.58 0.74
S -3.08 -0.77 0.00
S -0.26 1.10 -0.38
N 0.24 5.46 3.72
C -0.05 4.11 3.63
C 0.73 3.17 4.29
C 0.42 1.82 4.23
C -0.68 1.41 3.50
C -1.48 2.34 2.83
C -1.17 3.68 2.90
S -1.05 -0.30 3.36
O -0.49 -0.98 4.49
O -2.45 -0.44 3.07
N -0.29 -0.81 2.00
C 1.04 -0.95 1.88
N 1.31 -1.38 0.61
C 2.57 -1.46 0.22
C 3.60 -1.20 1.10
C 3.23 -0.82 2.39
N 1.98 -0.68 2.79
H 1.18 5.70 3.99
H -0.15 6.06 3.01
H 1.59 3.50 4.87
H 1.02 1.08 4.74
H -2.34 2.00 2.28
H -1.78 4.40 2.39
H 2.74 -1.75 -0.81
H 4.63 -1.28 0.80
H 3.99 -0.59 3.13
C 0.77 -2.12 -5.04
C -0.64 -1.68 -4.63
C -0.99 -0.34 -5.29
C -1.67 -2.76 -5.00
C -0.67 -1.50 -3.18
N -0.70 -1.34 -2.05
H 0.81 -2.25 -6.12
H 1.04 -3.07 -4.57
H 1.51 -1.38 -4.76
H -1.00 -0.47 -6.37
H -0.26 0.43 -5.04
H -1.98 0.00 -4.97
H -1.68 -2.87 -6.09
H -2.67 -2.47 -4.67
H -1.41 -3.72 -4.56
*
```

---

Record 2
Density functional theory data (wB97M-V/def2-TZVPD) for a molecular structure, C11H7HgNO5.

Computed properties:
LUMO energy	-8.774	eV
molar mass	433.8	g mol⁻¹
orbital gap	0.1810	Eh
E_HOMO	-0.50344	Ha

```
! RIJCOSX wB97M-V def2-TZVPD def2/J DEFGRID3
* xyz 2 1
O 0.00 0.00 -4.06
C 0.00 0.00 -2.91
Hg -0.01 0.02 -0.71
O -1.70 -2.87 0.12
C -1.12 -1.90 -0.06
C 1.14 1.92 -0.08
O 1.70 2.86 0.12
C -1.92 1.14 -0.07
O -2.87 1.70 0.12
C 1.89 -1.13 -0.07
O 2.86 -1.70 0.12
N 0.05 -0.03 2.36
C -0.02 0.14 3.75
C -1.22 -0.33 4.34
C -1.16 -0.37 5.72
C 0.01 0.02 6.36
C 1.18 0.44 5.73
C 1.21 0.51 4.35
H -0.57 -0.69 1.99
H 0.93 -0.20 2.00
H -2.06 -0.64 3.65
H -2.07 -0.70 6.19
H 0.02 -0.01 7.43
H 2.09 0.75 6.21
H 2.06 0.79 3.67
*
```

---

Record 3
Density functional theory data (wB97M-V/def2-TZVPD) for 7 unconnected molecules or ions with the total composition C9H32N10O7.

Computed properties:
LUMO energy	0.141	eV
SMILES	NC(N)=O.NC(N)=O.NC(N)=O.NC(N)=O.NC(N)=O.CCO.CCO
molar mass	392.4	g mol⁻¹
orbital gap	0.3555	Eh
E_HOMO	-0.35036	Ha

```
! RIJCOSX wB97M-V def2-TZVPD def2/J DEFGRID3
* xyz 0 1
N 10.72 2.28 15.86
C 10.55 1.94 14.61
N 9.81 0.89 14.42
O 11.04 2.60 13.66
H 10.57 1.48 16.45
H 11.05 3.20 16.10
H 9.12 0.67 15.13
H 9.54 0.66 13.48
N 5.18 2.87 4.52
C 6.46 2.77 4.37
N 7.05 3.52 5.26
O 6.97 2.16 3.45
H 4.83 3.33 5.35
H 4.55 2.67 3.75
H 6.44 4.18 5.72
H 8.06 3.58 5.21
N 2.51 6.36 10.63
C 2.64 5.19 10.14
N 2.82 4.26 11.08
O 2.66 4.93 8.94
H 2.50 6.54 11.62
H 2.32 7.15 10.03
H 3.08 3.36 10.72
H 2.54 4.42 12.04
N 13.67 7.41 6.99
C 14.57 7.38 7.90
N 13.94 7.35 9.03
O 15.76 7.36 7.77
H 14.07 7.50 6.07
H 12.71 7.64 7.21
H 14.43 7.16 9.89
H 12.97 7.18 8.82
N 5.66 10.79 2.48
C 6.56 9.84 2.77
N 6.09 8.72 2.38
O 7.51 10.11 3.44
H 5.95 11.72 2.77
H 4.90 10.69 1.83
H 5.17 8.55 2.00
H 6.68 7.93 2.62
C 7.59 7.34 10.73
C 7.62 8.25 9.48
O 8.64 8.00 8.54
H 8.63 7.26 11.05
H 7.30 6.30 10.60
H 6.98 7.75 11.53
H 7.81 9.26 9.83
H 6.58 8.36 9.16
H 8.55 8.58 7.78
C 9.06 12.04 15.00
C 8.10 11.52 16.14
O 8.71 11.33 17.42
H 9.86 12.68 15.38
H 8.57 12.57 14.18
H 9.64 11.20 14.62
H 7.62 10.62 15.75
H 7.33 12.28 16.24
H 9.03 12.12 17.86
*
```

---

Record 4
Density functional theory data (wB97M-V/def2-TZVPD) for 9 unconnected molecules or ions with the total composition C16H30F4N3O16.

Computed properties:
LUMO energy	-4.108	eV
molar mass	596.4	g mol⁻¹
orbital gap	0.2816	Eh
E_HOMO	-0.43258	Ha

```
! RIJCOSX wB97M-V def2-TZVPD def2/J DEFGRID3
* xyz 1 1
N 4.21 1.08 -0.27
H 4.01 1.40 0.67
H 4.39 1.88 -0.87
H 3.40 0.60 -0.64
H 5.05 0.53 -0.21
N 0.89 2.55 -2.60
H 0.61 1.81 -1.98
H 0.70 2.23 -3.54
H 1.83 2.90 -2.46
H 0.23 3.29 -2.40
N -1.13 3.13 0.60
H -1.78 3.10 1.37
H -1.33 3.83 -0.10
H -0.86 2.28 0.12
H -0.22 3.37 0.97
C 1.78 2.43 3.37
C 2.15 3.13 2.11
O 3.25 2.94 1.52
O 1.26 3.92 1.68
H 0.88 2.77 3.90
H 2.66 2.67 3.97
H 1.66 1.36 3.20
C 0.72 -0.91 0.77
C 0.76 0.01 -0.41
O 1.81 0.08 -1.03
O -0.18 0.84 -0.43
H 1.45 -0.80 1.58
H 0.74 -1.92 0.37
H -0.24 -0.84 1.28
C -1.13 -0.31 3.93
C -1.41 -1.61 4.76
O -2.04 -1.02 5.85
C -1.63 0.29 6.00
O -1.67 0.90 7.05
O -1.12 0.67 4.90
F -0.23 -2.12 5.16
H -1.99 -0.24 3.26
H -0.23 -0.15 3.34
H -1.95 -2.31 4.13
C 2.50 -3.86 -1.79
C 3.51 -2.95 -2.42
O 2.93 -2.95 -3.70
C 1.75 -3.50 -3.80
O 1.00 -3.53 -4.83
O 1.39 -3.98 -2.55
F 4.63 -3.55 -2.46
H 2.27 -3.29 -0.89
H 2.87 -4.80 -1.37
H 3.67 -1.95 -2.03
C -3.28 0.31 -0.07
C -4.65 -0.21 -0.42
O -4.93 -1.26 0.56
C -4.05 -1.12 1.56
O -4.02 -1.75 2.67
O -3.12 -0.22 1.25
F -4.79 -0.67 -1.65
H -3.26 1.40 -0.04
H -2.45 -0.07 -0.67
H -5.40 0.58 -0.30
C -0.26 -0.44 -3.76
C -1.12 -1.54 -3.28
O -2.21 -0.79 -2.98
C -2.36 0.20 -3.81
O -3.42 0.87 -3.91
O -1.25 0.40 -4.37
F -0.63 -2.15 -2.19
H 0.40 -0.83 -4.54
H 0.31 0.11 -3.01
H -1.30 -2.24 -4.10
*
```